This record from OMol25 describes a 12-piece molecular cluster, C48H84N12 overall. The level of theory is ωB97M-V/def2-TZVPD.

Values from the calculation:
**Lowest unoccupied orbital energy**: 0.14 eV
**Orbital gap**: 11.24 eV
**HOMO level**: -11.11 eV
**Structure (SMILES)**: CCCC#N.CCCC#N.CCCC#N.CCCC#N.CCCC#N.CCCC#N.CCCC#N.CCCC#N.CCCC#N.CCCC#N.CCCC#N.CCCC#N

Geometry (Å):
C -0.732 -21.038 -16.844
C 0.630 -21.671 -16.572
C 1.696 -20.978 -17.371
C 1.616 -21.271 -18.818
N 1.531 -21.449 -19.947
H -0.742 -20.039 -16.407
H -1.548 -21.583 -16.369
H -1.014 -20.857 -17.881
H 0.790 -22.726 -16.796
H 0.777 -21.607 -15.494
H 2.727 -21.196 -17.091
H 1.565 -19.904 -17.237
C -1.512 -25.357 -7.517
C -2.176 -24.187 -8.288
C -3.174 -24.548 -9.375
C -4.312 -25.364 -8.971
N -5.203 -26.081 -8.702
H -2.166 -25.920 -6.851
H -0.699 -24.976 -6.899
H -1.170 -26.153 -8.179
H -1.399 -23.606 -8.785
H -2.617 -23.595 -7.486
H -2.697 -25.111 -10.177
H -3.583 -23.590 -9.696
C -8.007 -19.372 -12.351
C -8.562 -19.134 -10.972
C -7.805 -19.937 -9.786
C -6.339 -19.752 -9.623
N -5.200 -19.607 -9.499
H -8.734 -19.127 -13.125
H -7.673 -20.408 -12.400
H -7.152 -18.732 -12.571
H -9.610 -19.426 -10.910
H -8.562 -18.070 -10.735
H -7.914 -21.018 -9.874
H -8.219 -19.575 -8.845
C -0.108 -17.535 -14.163
C -0.548 -16.100 -13.882
C -2.039 -15.783 -14.322
C -2.558 -14.488 -13.826
N -3.018 -13.525 -13.418
H 0.841 -17.748 -13.670
H 0.041 -17.673 -15.234
H -0.824 -18.343 -14.008
H 0.097 -15.433 -14.453
H -0.424 -15.942 -12.810
H -2.690 -16.602 -14.013
H -2.221 -15.853 -15.395
C -0.068 -23.549 -12.248
C -0.288 -22.333 -11.349
C -0.281 -20.946 -12.126
C 0.982 -20.629 -12.822
N 1.958 -20.423 -13.381
H -0.434 -24.453 -11.763
H 0.991 -23.737 -12.426
H -0.545 -23.486 -13.226
H 0.615 -22.358 -10.739
H -1.189 -22.457 -10.748
H -0.375 -20.149 -11.389
H -1.132 -20.889 -12.805
C -5.717 -16.001 -14.002
C -7.289 -16.084 -14.186
C -7.949 -14.809 -14.668
C -7.765 -13.699 -13.715
N -7.659 -12.814 -13.026
H -5.150 -15.764 -14.902
H -5.246 -16.950 -13.746
H -5.387 -15.255 -13.279
H -7.709 -16.335 -13.212
H -7.597 -16.926 -14.806
H -9.026 -14.950 -14.753
H -7.566 -14.498 -15.640
C -3.290 -14.612 -9.547
C -4.553 -15.133 -10.233
C -4.654 -16.626 -10.461
C -3.417 -17.157 -11.023
N -2.447 -17.618 -11.480
H -3.362 -13.526 -9.489
H -2.355 -14.891 -10.033
H -3.222 -15.077 -8.563
H -4.800 -14.665 -11.186
H -5.429 -14.872 -9.640
H -5.476 -16.867 -11.135
H -4.948 -17.049 -9.501
C -3.669 -20.550 -14.439
C -4.499 -20.441 -13.167
C -5.057 -21.769 -12.639
C -4.207 -22.922 -12.442
N -3.483 -23.843 -12.366
H -3.105 -19.634 -14.612
H -4.338 -20.812 -15.259
H -2.975 -21.377 -14.283
H -5.293 -19.710 -13.320
H -3.876 -19.979 -12.400
H -5.778 -22.069 -13.400
H -5.660 -21.535 -11.762
C -10.065 -25.256 -10.460
C -8.879 -26.291 -10.346
C -7.569 -25.864 -10.966
C -7.123 -24.503 -10.576
N -6.758 -23.435 -10.218
H -10.193 -24.897 -11.482
H -9.812 -24.343 -9.921
H -10.978 -25.727 -10.097
H -9.132 -27.304 -10.660
H -8.769 -26.424 -9.270
H -7.553 -25.904 -12.055
H -6.755 -26.489 -10.599
C -10.969 -20.581 -14.996
C -11.591 -21.594 -13.991
C -10.492 -22.116 -12.994
C -9.257 -22.613 -13.616
N -8.292 -22.949 -14.153
H -11.670 -20.283 -15.776
H -10.157 -21.096 -15.509
H -10.644 -19.677 -14.481
H -12.157 -22.389 -14.477
H -12.340 -21.080 -13.389
H -10.841 -22.970 -12.414
H -10.195 -21.348 -12.280
C -6.977 -20.903 -16.886
C -7.610 -19.576 -16.462
C -8.552 -19.003 -17.533
C -9.040 -17.669 -17.138
N -9.426 -16.632 -16.849
H -6.102 -20.708 -17.506
H -7.706 -21.556 -17.364
H -6.533 -21.375 -16.010
H -6.802 -18.865 -16.286
H -8.158 -19.638 -15.522
H -9.387 -19.687 -17.685
H -8.097 -18.957 -18.523
C -1.325 -16.639 -19.046
C -1.402 -18.152 -18.965
C -2.799 -18.699 -18.771
C -3.505 -18.232 -17.596
N -4.090 -17.839 -16.653
H -1.927 -16.293 -19.886
H -0.302 -16.292 -19.194
H -1.718 -16.228 -18.116
H -0.816 -18.385 -18.076
H -1.012 -18.666 -19.843
H -2.651 -19.778 -18.729
H -3.404 -18.409 -19.630

Results of the Mulliken charge analysis, in e, for atoms 1 through 99: -0.555 -0.270 -0.352 0.170 -0.485 -0.008 0.219 0.285 0.379 -0.090 0.408 0.195 -1.352 -0.297 0.630 0.018 -0.577 0.349 0.393 0.333 0.109 0.337 0.224 -0.127 0.803 -1.079 -0.307 0.245 -0.573 -0.110 -0.090 -0.348 0.435 0.410 0.065 0.514 -0.634 -0.744 1.261 0.024 -0.579 0.477 0.244 -0.200 0.532 0.298 -0.627 -0.045 -1.361 0.055 0.676 0.041 -0.601 0.295 0.472 0.250 0.429 -0.130 0.411 -0.565 -0.399 0.657 -0.568 0.057 -0.468 0.562 -0.215 0.001 0.076 -0.582 0.412 0.377 -1.331 -0.475 0.602 0.256 -0.477 0.403 0.280 0.381 0.023 0.426 -0.429 0.428 -0.820 0.945 1.111 -0.258 -0.577 -0.006 0.223 0.206 -0.716 0.133 -0.233 -0.080 -0.925 -0.652 -0.328

=====

This record from OMol25 describes a 2-piece molecular cluster, C3H3NO2 overall. The level of theory is ωB97M-V/def2-TZVPD.

Values from the calculation:
**Lowest unoccupied orbital energy (alpha / beta)**: 0.56 / -2.27 eV
**Orbital gap (alpha / beta)**: 6.16 / 9.21 eV
**HOMO level (alpha / beta)**: -5.60 / -11.48 eV
**2S+1**: 3

Geometry (Å):
C -0.536 -1.071 -0.952
C 0.396 -1.874 -0.608
C -0.184 1.418 1.095
N 0.834 1.823 0.604
O -1.276 1.084 1.316
O 1.252 -2.657 -0.475
H -1.648 -1.147 -0.771
H -0.348 -0.012 -1.004
H 1.508 2.433 0.796

natural (NBO) analysis output, partial charges in e: -0.241 0.336 0.860 -0.761 -0.512 -0.396 0.150 0.151 0.413

=====

This record from OMol25 describes a 2-piece molecular cluster, C2H9N2O overall. The level of theory is ωB97M-V/def2-TZVPD.

Values from the calculation:
**Lowest unoccupied orbital energy**: -2.88 eV
**Orbital gap**: 12.26 eV
**HOMO level**: -15.14 eV
**Charge**: +1

Geometry (Å):
C 2.700 -0.456 -0.459
N 1.886 0.542 0.427
H 3.782 -0.393 -0.424
H 2.440 -0.133 -1.393
H 2.315 -1.411 -0.137
H 2.000 1.561 0.264
H 0.704 0.440 0.628
H 2.301 0.419 1.375
C -1.848 0.342 0.055
N -2.673 -0.625 -0.327
O -0.618 0.180 0.310
H -2.254 1.299 0.288
H -3.528 -0.353 -0.817
H -2.417 -1.610 -0.533

natural (NBO) analysis output, partial charges in e: -0.383 -0.757 0.236 0.215 0.228 0.421 0.504 0.414 0.572 -0.755 -0.717 0.168 0.422 0.431

=====

This record from OMol25 describes a 16-piece molecular cluster, C5H38O16 overall. The level of theory is ωB97M-V/def2-TZVPD.

Values from the calculation:
**Lowest unoccupied orbital energy**: 0.00 eV
**Orbital gap**: 8.85 eV
**HOMO level**: -8.85 eV

Geometry (Å):
C 0.179 1.900 -1.590
C -0.485 2.848 -0.988
C -0.667 -1.609 -0.430
O -1.771 -1.940 0.429
C -0.542 -0.105 -0.543
C 0.329 0.514 -1.306
H 0.502 2.249 -2.561
H -1.019 2.842 -0.058
H -0.620 3.885 -1.454
H 0.233 -2.204 -0.232
H -1.079 -1.977 -1.346
H -1.853 -1.323 1.156
H -1.199 0.362 0.225
H 1.202 -0.127 -1.570
H -3.898 1.991 0.555
H -3.788 3.202 -0.460
O -3.476 2.863 0.370
H 0.820 -1.963 -3.093
H 1.929 -2.885 -3.548
O 1.775 -2.002 -3.344
H 2.671 -0.117 0.696
H 1.291 -0.419 1.304
O 2.227 -0.741 1.172
H 0.227 0.968 3.023
H 0.359 2.249 2.095
O -0.270 1.785 2.539
H 2.667 0.017 -3.198
H 2.979 -0.277 -2.022
O 3.359 0.354 -2.710
H -2.448 0.234 3.931
H -1.573 -0.804 4.270
O -2.252 -0.176 4.671
H -3.189 0.111 -2.269
H -3.190 0.127 -3.670
O -2.598 0.058 -3.058
H 2.282 -3.613 -1.127
H 2.693 -3.645 0.247
O 2.283 -4.171 -0.373
H -1.331 -0.938 -3.818
H -0.814 -1.594 -5.058
O -0.784 -1.693 -3.984
H 1.997 1.990 -0.081
H 2.617 2.319 1.179
O 1.723 1.968 0.917
H 1.233 -0.922 4.026
H 0.231 0.098 4.781
O 0.445 -0.385 3.945
H 3.449 1.786 -1.550
H 4.650 2.054 -0.946
O 3.686 2.387 -0.910
H 2.173 -2.622 3.246
H 2.790 -1.252 3.010
O 2.558 -1.826 3.807
H -3.850 -0.624 0.499
H -3.454 -1.570 -0.550
O -3.889 -0.645 -0.492
H -1.781 1.158 1.983
H -3.256 1.200 2.048
O -2.481 0.649 2.214

natural (NBO) analysis output, partial charges in e: -0.306 -0.331 -0.129 -0.752 -0.192 -0.196 0.211 0.208 0.194 0.193 0.197 0.485 0.221 0.172 0.467 0.482 -0.945 0.510 0.472 -0.992 0.478 0.508 -0.975 0.502 0.487 -1.020 0.487 0.467 -0.935 0.465 0.467 -0.951 0.512 0.452 -0.949 0.463 0.462 -0.923 0.497 0.473 -0.973 0.509 0.483 -0.998 0.504 0.507 -1.003 0.484 0.477 -0.961 0.483 0.507 -0.952 0.480 0.506 -0.990 0.502 0.467 -0.969

=====

This record from OMol25 describes a 2-piece molecular cluster, C19H38BN5O5S overall. The level of theory is ωB97M-V/def2-TZVPD.

Values from the calculation:
**Lowest unoccupied orbital energy (alpha / beta)**: -4.35 / -4.36 eV
**Orbital gap (alpha / beta)**: 6.62 / 7.58 eV
**HOMO level (alpha / beta)**: -10.97 / -11.93 eV
**Charge**: +1
**2S+1**: 2

Geometry (Å):
C 1.339 -1.497 -5.000
C 1.307 -3.001 -4.678
C -0.025 -3.534 -4.176
N -0.186 -3.410 -2.717
N -0.085 -2.045 -2.310
N -0.929 -1.204 -2.888
C -0.753 0.044 -2.525
C 0.189 0.494 -1.612
C 1.051 -0.398 -1.026
C 2.044 0.071 -0.027
C 2.945 1.213 -0.513
C 3.876 0.876 -1.680
S 5.388 0.126 -1.069
O 5.152 -0.418 0.223
O 6.436 1.078 -1.212
O 5.649 -1.088 -2.051
C 0.871 -1.741 -1.444
B 1.842 -2.911 -0.881
N 3.271 -2.679 -1.044
O 1.374 -4.046 -0.283
H 1.669 -0.887 -4.161
H 0.369 -1.173 -5.357
H 2.066 -1.330 -5.787
H 1.494 -3.522 -5.611
H 2.124 -3.272 -4.012
H -0.036 -4.603 -4.370
H -0.858 -3.126 -4.744
H -1.137 -3.669 -2.467
H -1.412 0.762 -2.989
H 0.212 1.548 -1.385
H 2.665 -0.709 0.390
H 1.468 0.477 0.804
H 2.302 2.044 -0.792
H 3.510 1.567 0.341
H 3.408 0.166 -2.361
H 4.090 1.784 -2.228
H 6.059 -0.714 -2.846
H 3.735 -3.545 -1.311
H 3.650 -2.488 -0.116
H 0.691 -3.828 0.362
C -3.594 -0.275 2.729
C -2.248 0.468 2.621
C -1.620 0.650 4.006
C -2.261 1.762 4.832
C -2.287 3.067 4.037
C -2.977 2.922 2.681
N -2.419 1.768 1.908
O -1.297 2.105 1.346
C -4.497 2.770 2.897
C -2.815 4.212 1.882
C -1.356 -0.452 1.803
H -4.386 0.297 3.198
H -3.948 -0.571 1.740
H -3.472 -1.181 3.324
H -0.556 0.882 3.890
H -1.669 -0.295 4.550
H -3.268 1.475 5.143
H -1.691 1.905 5.751
H -2.792 3.844 4.614
H -1.257 3.410 3.890
H -4.993 2.435 1.985
H -4.930 3.730 3.173
H -4.759 2.090 3.705
H -1.770 4.493 1.757
H -3.305 5.029 2.407
H -3.268 4.124 0.893
H -1.726 -0.540 0.778
H -1.335 -1.450 2.243
H -0.330 -0.088 1.769

natural (NBO) analysis output, partial charges in e: -0.615 -0.425 -0.241 -0.417 0.052 -0.170 0.043 -0.151 0.068 -0.456 -0.389 -0.694 2.385 -0.944 -0.924 -0.867 -0.041 1.108 -1.163 -0.868 0.185 0.214 0.231 0.233 0.213 0.232 0.202 0.383 0.236 0.259 0.243 0.260 0.215 0.254 0.238 0.265 0.511 0.410 0.418 0.505 -0.621 0.091 -0.406 -0.404 -0.418 0.100 0.027 -0.421 -0.623 -0.604 -0.597 0.224 0.212 0.216 0.206 0.220 0.201 0.226 0.227 0.213 0.220 0.225 0.206 0.226 0.217 0.216 0.202 0.212 0.208

=====

This record from OMol25 describes a 5-piece molecular cluster, C18H50N4O6 overall. The level of theory is ωB97M-V/def2-TZVPD.

Values from the calculation:
**Lowest unoccupied orbital energy (alpha / beta)**: -2.86 / -8.66 eV
**Orbital gap (alpha / beta)**: 7.81 / 2.02 eV
**HOMO level (alpha / beta)**: -10.67 / -10.67 eV
**Charge**: +1
**2S+1**: 2

Geometry (Å):
C -18.531 -27.122 -22.267
C -17.385 -27.696 -21.405
O -17.781 -27.757 -20.102
O -19.026 -26.033 -21.602
H -19.380 -27.802 -22.332
H -18.158 -26.995 -23.283
H -16.519 -27.041 -21.303
H -16.958 -28.626 -21.781
H -18.506 -27.127 -20.101
H -18.999 -25.262 -22.174
C -14.834 -29.807 -17.517
C -15.029 -30.767 -18.732
C -14.094 -32.005 -18.687
O -12.738 -31.744 -19.066
C -11.727 -32.049 -18.032
N -16.371 -31.249 -18.528
H -15.355 -30.067 -16.595
H -15.299 -28.855 -17.772
H -13.789 -29.625 -17.264
H -14.846 -30.189 -19.638
H -14.442 -32.762 -19.390
H -14.079 -32.521 -17.727
H -12.171 -32.208 -17.049
H -11.084 -31.181 -17.889
H -11.109 -32.901 -18.317
H -17.090 -30.663 -18.928
H -16.348 -32.118 -19.042
C -5.646 -25.288 -16.185
C -6.782 -26.075 -16.832
C -8.027 -25.286 -17.169
O -9.037 -26.096 -17.812
C -10.326 -26.087 -17.069
N -6.167 -26.796 -17.952
H -5.913 -24.875 -15.213
H -5.357 -24.381 -16.715
H -4.661 -25.749 -16.113
H -6.947 -26.822 -16.055
H -7.695 -24.484 -17.829
H -8.412 -24.709 -16.329
H -10.359 -26.460 -16.045
H -11.064 -26.559 -17.718
H -10.614 -25.037 -17.025
H -6.688 -26.655 -18.806
H -5.212 -26.533 -18.152
C -16.144 -23.216 -27.762
C -16.017 -23.577 -26.236
C -16.066 -22.402 -25.120
O -15.967 -22.971 -23.808
C -14.729 -23.541 -23.447
N -16.947 -24.695 -26.007
H -15.831 -24.002 -28.449
H -15.663 -22.260 -27.970
H -17.175 -22.958 -28.004
H -15.004 -23.978 -26.207
H -17.084 -22.013 -25.153
H -15.307 -21.636 -25.284
H -14.805 -24.143 -22.541
H -14.060 -22.714 -23.209
H -14.188 -24.052 -24.242
H -16.740 -24.759 -25.020
H -16.547 -25.458 -26.535
C -13.796 -27.391 -20.502
C -12.573 -26.876 -21.236
C -12.484 -25.437 -21.061
O -12.259 -25.018 -19.737
C -11.982 -23.671 -19.613
N -11.396 -27.459 -20.528
H -13.791 -27.261 -19.420
H -13.892 -28.458 -20.704
H -14.669 -26.784 -20.744
H -12.542 -27.261 -22.255
H -13.465 -25.158 -21.445
H -11.705 -25.132 -21.759
H -11.426 -23.483 -18.694
H -12.902 -23.106 -19.465
H -11.358 -23.332 -20.441
H -11.351 -28.462 -20.637
H -11.403 -27.389 -19.521

Mulliken analysis output, partial charges in e: -0.515 0.343 -0.536 -0.580 0.306 0.368 -0.359 0.358 0.330 0.322 -1.355 1.222 -0.855 -0.376 -0.680 -0.722 0.433 0.254 0.246 -0.253 0.365 0.442 0.348 0.179 0.278 0.272 0.268 -1.664 0.662 -0.767 -0.273 -0.339 -0.156 0.398 0.450 0.450 0.198 0.386 0.510 0.346 -0.080 0.245 0.331 0.324 -1.482 0.565 -0.566 -0.351 -0.724 -0.699 0.346 0.373 0.378 0.116 0.336 0.336 0.086 0.394 0.323 0.235 0.262 -0.663 0.291 -0.377 -0.244 -0.796 -0.651 0.209 0.398 -0.266 0.475 -0.180 0.615 0.124 0.298 0.388 0.332 0.001

=====

This record from OMol25 describes C27H27OPSr as an isolated structure. The level of theory is ωB97M-V/def2-TZVPD.

Values from the calculation:
**Lowest unoccupied orbital energy (alpha / beta)**: -0.19 / -0.30 eV
**Orbital gap (alpha / beta)**: 4.35 / 4.92 eV
**HOMO level (alpha / beta)**: -4.54 / -5.21 eV

Geometry (Å):
C 1.659 1.567 -3.468
C 1.639 -1.761 -4.406
C 2.633 1.136 -2.620
H 1.217 2.578 -3.352
C 2.366 -2.188 -3.362
H 1.107 -2.538 -4.993
H 2.695 1.537 -1.580
H 2.292 -3.248 -3.078
C 3.608 0.057 -2.881
H 4.490 0.300 -2.264
H 3.941 0.041 -3.920
C 0.806 0.623 -4.305
H 0.199 1.227 -4.985
H 0.096 0.031 -3.720
C 1.623 -0.421 -5.068
H 2.619 -0.039 -5.342
H 1.103 -0.573 -6.026
C 3.249 -1.401 -2.463
H 4.189 -1.939 -2.399
H 2.877 -1.390 -1.427
Sr -1.650 -0.744 -0.754
H 0.067 -0.553 0.328
O -2.784 1.492 -0.200
C -1.884 1.516 0.715
C -0.678 2.291 0.816
C -0.061 3.289 0.030
C 1.277 3.571 0.332
C 1.948 2.881 1.348
C 1.329 1.874 2.114
C -0.006 1.590 1.836
P -1.326 0.400 2.108
C -2.302 0.477 3.590
C -1.792 -0.176 4.748
C -2.599 -0.267 5.873
C -3.884 0.296 5.883
C -4.361 0.965 4.745
C -3.576 1.068 3.594
C -1.067 -1.332 1.691
C -2.158 -2.200 1.491
C -2.143 -3.178 0.496
C -1.020 -3.351 -0.339
C 0.069 -2.520 -0.257
C 0.162 -1.523 0.837
H -0.596 3.793 -0.769
H 1.798 4.346 -0.230
H 2.990 3.138 1.558
H 1.853 1.337 2.896
H -0.802 -0.605 4.710
H -2.221 -0.798 6.760
H -4.503 0.214 6.763
H -5.363 1.405 4.752
H -3.934 1.570 2.702
H -3.075 -2.053 2.064
H -3.022 -3.830 0.358
H -1.060 -4.105 -1.135
H 0.805 -2.436 -1.079
H 1.162 -1.439 1.284

natural (NBO) analysis output, partial charges in e: -0.183 -0.209 -0.186 0.204 -0.178 0.204 0.219 0.207 -0.453 0.221 0.213 -0.422 0.211 0.185 -0.458 0.221 0.216 -0.439 0.219 0.212 1.715 0.071 -0.846 -0.121 0.009 -0.343 -0.164 -0.304 -0.192 -0.373 1.349 -0.334 -0.201 -0.203 -0.194 -0.212 -0.199 -0.633 -0.221 -0.510 -0.290 -0.451 -0.440 0.224 0.212 0.210 0.213 0.224 0.217 0.218 0.220 0.243 0.217 0.225 0.221 0.216 0.227

=====

So what do the calculations give for electronic energy? Going down the list: -2536.317897, -321.166428, -266.103174, -1416.947915, -1819.520273, -1385.724599, -1492.106601 hartree.